[1]
Molecular formula: C3H4INOS
Method: DFT, ωB97M-V/def2-TZVPD

The HOMO energy comes out at -8.6 eV. The value obtained for the gap between HOMO and LUMO is 0.295 Ha. The charge is 0. The value obtained for the strongest force on any atom is 5.92 eV Å⁻¹. Its relative energy (zero: lowest compared OMol25 entry of this formula, charge and spin) is 53.77 kcal per mole. Its multiplicity is 1.

Each line ends with the Löwdin charge.
CARTESIAN COORDINATES (ANGSTROEM)
C  0.1097  -0.4131  0.2849  -0.172
H  0.3082  -0.1168  2.3709  0.092
S  -0.5315  0.4650  -2.4335  0.296
H  1.3493  1.0150  1.6359  0.090
H  0.8050  -1.1273  -0.1854  0.140
C  0.4415  0.4789  1.4928  -0.014
I  1.3827  -0.1522  -3.8075  0.307
H  -0.2841  1.1152  1.4123  0.021
O  -0.0354  0.8335  -0.9910  -0.709
N  -2.3145  -1.2143  -0.0155  0.196
C  -1.2311  -0.8840  0.2362  -0.246

***

[2]
Molecular formula: C3H4InO2
Method: DFT, ωB97M-V/def2-TZVPD

The HOMO energy (alpha / beta) comes out at -13.9 / -14.1 eV. The value obtained for the gap between HOMO and LUMO (alpha / beta) is 0.276 / 0.260 Ha. The charge is +1. The value obtained for the strongest force on any atom is 4.47 eV Å⁻¹. Its relative energy (zero: lowest compared OMol25 entry of this formula, charge and spin) is 68.16 kcal per mole. Its multiplicity is 1.

Each line ends with the Löwdin charge.
CARTESIAN COORDINATES (ANGSTROEM)
H  1.7613  0.2341  -0.8151  0.091
H  -0.8127  1.8660  -0.2185  0.144
H  -2.0825  -0.0924  -0.0459  0.153
O  -0.3267  -1.1459  0.5495  -0.030
C  -0.1783  0.9855  -0.4092  0.083
C  -1.0573  -0.2402  -0.4012  -0.070
In  2.7319  -1.0729  0.5985  1.080
O  0.4049  0.7668  0.9794  -0.115
H  -1.1011  -0.7992  -1.3454  0.146
C  0.6605  -0.5018  1.1080  -0.482

***

[3]
Molecular formula: C3H4KLiO3
Method: DFT, ωB97M-V/def2-TZVPD

The HOMO energy comes out at -5.9 eV. The value obtained for the gap between HOMO and LUMO is 0.166 Ha. The charge is 0. The value obtained for the strongest force on any atom is 2.66 eV Å⁻¹. Its relative energy (zero: lowest compared OMol25 entry of this formula, charge and spin) is 53.50 kcal per mole. Its multiplicity is 1.

Each line ends with the Löwdin charge.
CARTESIAN COORDINATES (ANGSTROEM)
C  0.2209  -0.6223  0.8470  -0.429
H  -1.4383  0.8241  -0.7213  0.136
O  -1.0786  -0.8270  0.5141  -0.165
C  -1.8773  0.2823  0.1335  -0.186
O  -4.0397  0.5101  -0.8352  -0.204
C  -3.2300  -0.2251  -0.2661  -0.226
O  0.6184  0.5612  0.7978  -0.212
Li  -5.9352  0.6274  -0.8556  0.412
K  3.5733  -0.5385  1.6935  0.834
H  -3.3204  -1.3265  -0.3629  0.127
H  -5.8588  -0.5896  0.5192  -0.224
H  -1.9893  1.0100  0.9522  0.137

***

[4]
Molecular formula: C3H4KLiO3
Method: DFT, ωB97M-V/def2-TZVPD

The HOMO energy (alpha / beta) comes out at -10.2 / -13.0 eV. The value obtained for the gap between HOMO and LUMO (alpha / beta) is 0.254 / 0.348 Ha. The charge is +1. The value obtained for the strongest force on any atom is 1.85 eV Å⁻¹. Its relative energy (zero: lowest compared OMol25 entry of this formula, charge and spin) is 0.00 kcal per mole. Its expectation value of S² is 0.753. Its multiplicity is 2.

Each line ends with the Löwdin charge.
CARTESIAN COORDINATES (ANGSTROEM)
O  0.6382  0.1838  0.6273  -0.076
H  -1.0491  2.7195  1.1160  0.105
C  0.3425  1.1575  1.3261  -0.239
C  -0.0310  2.4787  0.7709  -0.033
H  0.1759  0.9907  2.4069  0.142
K  0.0772  -5.2092  -2.6192  0.950
H  0.0134  2.4957  -0.3249  0.090
H  0.6351  3.2443  1.1990  0.102
O  -1.3112  -3.4391  -0.8973  -0.112
O  0.1680  -1.9097  -1.5592  -0.223
Li  1.2034  -0.4107  -1.0997  0.766
C  -0.8623  -2.3015  -0.9458  -0.473